(1)
A structure of composition C10H23AsF5GeKSSe, computed with ωB97M-V with the def2-TZVPD basis set.

Structure (XYZ):
```
43
Properties=species:S:1:pos:R:3:forces:R:3
K -1.344 2.719 0.911 -0.31 -0.34 -0.06
C -0.436 -5.452 -2.108 0.02 -0.11 -0.05
Ge -0.460 -3.771 -1.115 0.07 -0.03 0.02
C 1.359 -3.185 -0.748 0.11 0.07 0.05
C -1.430 -4.038 0.544 -0.08 -0.03 0.10
C -1.263 -2.451 -2.318 -0.07 0.11 -0.14
Se -1.590 -0.663 -1.614 -0.08 0.06 0.14
C -3.136 -1.071 -0.504 0.05 -0.01 -0.03
H 0.083 -6.223 -1.535 -0.02 0.01 -0.03
H 0.074 -5.334 -3.066 -0.02 -0.02 0.02
H -1.455 -5.795 -2.297 0.04 -0.01 -0.01
H 1.872 -3.906 -0.109 0.01 0.03 -0.02
H 1.343 -2.221 -0.236 0.01 -0.03 -0.01
H 1.922 -3.082 -1.677 0.01 0.00 0.04
H -0.928 -4.824 1.112 -0.04 0.02 0.00
H -2.456 -4.357 0.353 0.02 0.02 0.03
H -1.444 -3.135 1.152 0.01 -0.02 0.03
H -2.189 -2.819 -2.762 -0.03 0.05 0.00
H -0.558 -2.298 -3.137 -0.02 -0.02 -0.03
H -2.861 -1.715 0.324 0.00 0.01 0.01
H -3.910 -1.531 -1.115 0.01 0.01 -0.01
H -3.503 -0.134 -0.092 0.01 0.01 0.00
F -2.261 1.629 3.797 0.02 0.06 -0.10
C -1.982 0.815 2.664 -0.20 -0.42 0.12
F -3.065 -0.085 2.626 0.04 -0.01 0.16
C -0.807 -0.025 3.139 -0.02 0.16 -0.01
F -0.615 -1.092 2.342 0.04 -0.04 -0.09
F -0.831 -0.483 4.402 -0.03 -0.05 0.03
F 0.329 0.739 3.044 0.06 -0.02 0.02
C 2.013 4.283 -1.876 0.03 -0.01 -0.03
As 1.687 4.701 -0.026 0.04 0.19 -0.10
C 2.277 3.152 0.953 -0.04 0.00 0.06
C 2.951 6.080 0.411 0.07 -0.02 0.01
S -0.272 5.337 0.321 0.28 0.40 -0.11
H 3.080 4.319 -2.090 0.00 -0.02 0.00
H 1.481 5.019 -2.473 0.01 0.02 -0.06
H 1.627 3.291 -2.097 -0.04 -0.02 -0.01
H 3.352 3.045 0.820 0.03 -0.04 0.01
H 1.782 2.254 0.587 -0.02 -0.03 -0.01
H 2.046 3.288 2.007 0.01 -0.02 0.04
H 3.940 5.824 0.033 -0.01 0.00 0.02
H 2.981 6.193 1.492 -0.01 0.03 0.04
H 2.598 7.004 -0.038 0.02 0.05 -0.02
```
Positions in Å, forces in eV/Å.

Its spin multiplicity is 1. Its net charge is 0. The frontier orbital gap comes out at 7.02 eV.

Mulliken atomic charge list, values in e, 6 entries: 0.85, -1.13, 0.43, -1.09, -0.91, -0.98


(2)
A structure of composition C26H30BrIIrN4O4PTe, computed with ωB97M-V with the def2-TZVPD basis set.

Structure (XYZ):
```
69
Properties=species:S:1:pos:R:3:forces:R:3
Ir 0.367 0.127 -0.657 -0.38 -0.90 -0.06
Br 5.697 -5.140 -0.906 -0.01 0.00 0.00
C 4.130 -4.079 -0.920 0.01 -0.05 0.01
C 2.868 -4.703 -0.939 0.02 0.02 -0.02
C 1.725 -3.956 -0.928 0.01 0.01 0.03
C 1.765 -2.536 -0.876 -0.01 0.07 -0.35
O 0.647 -1.908 -0.784 0.04 0.02 0.89
C 3.044 -1.922 -0.938 -0.02 -0.02 0.13
C 3.231 -0.515 -0.971 0.03 0.01 -0.04
N 2.321 0.399 -1.076 -0.04 0.37 -0.13
C 2.691 1.775 -1.061 -0.08 -0.03 -0.05
C 3.964 2.255 -1.240 0.03 0.04 -0.02
C 4.230 3.633 -1.167 0.04 -0.05 0.00
C 3.219 4.525 -0.948 -0.05 0.02 0.00
C 1.892 4.066 -0.824 0.03 0.00 -0.01
C 0.786 4.939 -0.668 0.01 0.04 0.00
C -0.469 4.431 -0.633 -0.02 0.04 -0.05
C -0.691 3.029 -0.723 0.08 -0.03 -0.15
N 0.339 2.190 -0.794 -0.18 0.08 0.06
C 1.627 2.690 -0.878 -0.05 -0.04 -0.11
C 4.215 -2.721 -0.926 -0.03 0.02 -0.03
H 2.810 -5.783 -0.959 0.00 0.00 0.00
H 0.752 -4.427 -0.948 -0.01 0.01 0.04
H 4.261 -0.184 -0.877 0.00 -0.02 -0.14
H 4.783 1.585 -1.459 0.01 0.03 0.01
H 5.246 3.981 -1.295 0.00 -0.01 -0.01
H 3.416 5.587 -0.892 -0.01 0.00 -0.01
H 0.956 6.007 -0.605 0.01 0.00 0.01
H -1.337 5.070 -0.542 -0.03 -0.03 0.01
H -2.780 3.370 -0.709 -0.19 -0.04 -0.06
H 5.184 -2.238 -0.932 -0.01 0.01 -0.01
I -5.384 3.883 0.316 0.12 0.02 0.04
C -2.086 2.535 -0.727 0.06 0.03 0.06
H -2.292 1.925 0.151 -0.05 0.01 0.01
H -2.262 1.904 -1.601 0.05 0.00 0.02
C -3.552 -4.329 0.517 0.03 0.04 0.01
C -2.396 -3.855 -0.336 -0.10 -0.03 0.02
O -1.852 -2.627 0.184 0.01 0.01 -0.01
P -2.209 -1.252 -0.518 -0.47 0.07 -0.17
O -1.519 -0.159 0.276 0.40 -0.24 -0.17
Te -1.384 -0.907 -2.750 0.59 0.59 0.27
O -3.766 -1.153 -0.356 -0.01 -0.13 -0.09
C -4.754 -1.028 -1.415 -0.09 0.18 -0.11
C -5.081 0.418 -1.693 0.03 -0.05 0.05
H -3.988 -5.229 0.082 0.01 -0.01 0.01
H -4.320 -3.560 0.580 -0.02 -0.01 -0.02
H -3.213 -4.558 1.527 0.00 0.00 0.00
H -2.698 -3.716 -1.379 0.02 0.01 0.00
H -1.575 -4.572 -0.321 0.01 0.01 -0.04
H -5.623 -1.572 -1.047 0.03 -0.01 0.05
H -4.382 -1.540 -2.307 0.03 -0.01 0.02
H -5.295 0.968 -0.776 -0.02 0.01 -0.01
H -5.961 0.473 -2.334 0.01 0.01 -0.02
H -4.255 0.915 -2.202 -0.02 0.00 0.00
C -0.297 2.495 4.144 -0.03 -0.01 -0.02
C 0.245 1.408 3.283 0.03 0.05 0.01
C 0.720 0.149 3.577 -0.01 -0.07 0.01
C 1.061 -0.443 2.354 0.01 0.15 0.01
N 0.844 0.429 1.361 0.13 -0.16 0.12
N 0.341 1.538 1.956 0.07 0.03 -0.01
C 1.544 -1.835 2.155 -0.05 -0.03 -0.02
H -0.158 2.241 5.192 0.00 0.00 0.00
H -1.363 2.633 3.962 0.00 0.00 0.00
H 0.207 3.442 3.948 0.00 0.00 0.01
H 0.790 -0.305 4.550 0.01 -0.01 0.00
H 0.041 2.315 1.394 -0.03 0.00 0.01
H 1.664 -2.317 3.123 0.02 0.02 0.01
H 2.501 -1.860 1.637 0.02 -0.02 -0.01
H 0.820 -2.401 1.569 0.00 -0.01 0.02
```
Positions in Å, forces in eV/Å.

Its spin multiplicity is 1. Its net charge is 0. The frontier orbital gap comes out at 4.26 eV.

Mulliken atomic charge list, values in e, 6 entries: 2.27, -0.20, -0.30, -0.52, -0.60, -0.09


(3)
A cluster of 4 separate species, C2H15N2O3 in total in a non-equilibrium geometry, computed with ωB97M-V with the def2-TZVPD basis set.

Structure (XYZ):
```
22
Properties=species:S:1:pos:R:3:forces:R:3
N 0.258 0.289 0.281 2.23 3.71 1.02
C 1.603 0.724 -0.594 -4.85 -4.23 -1.31
C 1.412 -0.243 -1.882 1.34 0.08 2.75
N 0.612 0.647 -2.703 -0.32 -0.49 -1.56
H 0.052 0.958 1.121 0.53 -0.92 -1.12
H -0.627 0.316 -0.212 -0.34 -0.50 -0.71
H 0.508 -0.594 0.707 -0.24 -0.84 0.25
H 1.716 1.716 -0.871 -0.85 1.87 -0.57
H 2.391 0.504 -0.021 2.80 -1.35 2.57
H 2.524 -0.537 -2.112 -2.01 0.80 -0.79
H 0.920 -1.234 -1.675 0.40 1.21 0.24
H -0.179 0.297 -3.252 0.12 -0.74 0.94
H 1.234 0.812 -3.445 0.94 1.30 -1.40
H -3.095 1.608 1.215 -1.84 1.22 -0.14
H -2.245 1.671 2.672 -0.14 2.24 4.75
O -2.443 1.436 1.846 2.13 -3.37 -4.61
H -3.089 -2.044 0.121 0.56 -0.24 0.19
H -3.550 -0.672 -0.093 0.86 0.18 0.33
O -2.740 -1.143 0.215 -1.28 0.01 -0.62
H 0.885 -1.864 3.200 1.39 1.07 -0.90
H 2.385 -1.411 2.816 0.81 -0.51 0.45
O 1.467 -1.235 2.666 -2.25 -0.49 0.26
```
Positions in Å, forces in eV/Å.

Its spin multiplicity is 2. Its net charge is 0. The frontier orbital gap (alpha / beta) comes out at 3.16 / 10.76 eV.

Mulliken atomic charge list, values in e, 6 entries: -0.32, -1.05, -0.52, -0.64, 0.34, 0.30


(4)
A cluster of 2 separate species, C7H6BN4O4 in total in a non-equilibrium geometry, computed with ωB97M-V with the def2-TZVPD basis set.

Structure (XYZ):
```
22
Properties=species:S:1:pos:R:3:forces:R:3
N 3.596 -3.934 2.412 -1.47 1.48 0.61
C 2.846 -3.146 2.852 0.40 -0.18 0.34
C 1.982 -2.154 3.510 -1.18 -1.55 0.05
C 2.386 -0.709 3.509 2.11 0.73 -1.29
C 1.387 0.284 3.984 1.70 2.81 -1.67
N 1.459 1.647 3.870 -1.67 -2.55 0.66
O 2.177 2.463 3.313 -0.11 -0.08 0.02
O 0.255 2.103 4.601 1.52 1.29 -0.82
N -0.368 1.093 5.214 2.08 -3.69 -0.88
C 0.382 -0.027 4.833 -3.95 -0.90 2.22
C 0.229 -1.504 5.091 -1.08 0.36 0.51
N -0.861 -1.985 5.872 0.21 -0.34 -0.54
O -1.617 -1.206 6.483 0.88 -0.61 -0.58
O -1.016 -3.233 5.869 -0.45 0.97 0.63
C 0.964 -2.529 4.378 1.04 0.78 -0.56
H 2.900 -0.400 2.505 -0.80 -0.36 2.01
H 0.768 -3.609 4.578 -0.07 1.33 -0.22
H 3.088 -0.721 4.357 0.85 0.53 -0.52
B 6.371 0.449 2.309 -6.09 -1.72 2.78
H 5.881 -0.564 1.862 1.95 -0.10 -1.37
H 5.431 1.230 2.208 1.77 1.22 -1.08
H 6.169 0.182 3.512 2.34 0.59 -0.32
```
Positions in Å, forces in eV/Å.

Its spin multiplicity is 1. Its net charge is -1. The frontier orbital gap comes out at 4.51 eV.

Mulliken atomic charge list, values in e, 6 entries: -0.60, 0.02, -0.08, -0.27, 0.13, 0.67


(5)
A structure of composition C15H24AsBr2N4O2SV in a non-equilibrium geometry, computed with ωB97M-V with the def2-TZVPD basis set.

Structure (XYZ):
```
50
Properties=species:S:1:pos:R:3:forces:R:3
V -0.327 -0.331 0.656 0.25 -0.61 0.99
Br 3.778 -1.714 -1.555 0.12 0.05 0.00
C 2.066 -2.359 -1.878 0.22 -0.21 -0.19
C 1.816 -3.261 -2.944 0.02 0.10 0.15
C 0.554 -3.739 -3.187 -0.01 0.09 0.10
Br 0.281 -4.904 -4.605 -0.04 -0.14 -0.16
C -0.554 -3.338 -2.369 -0.02 -0.14 -0.10
C -1.897 -3.734 -2.515 0.03 -0.02 -0.04
C -2.850 -3.236 -1.654 0.00 -0.01 0.01
C -2.479 -2.339 -0.652 0.03 -0.01 0.15
N -1.220 -1.946 -0.473 0.08 0.12 -0.25
C -0.277 -2.451 -1.329 -0.29 0.08 0.32
C 1.018 -1.986 -1.096 -0.24 0.56 0.68
O 1.035 -1.084 -0.037 0.99 -0.54 -1.38
H 2.642 -3.564 -3.571 0.00 0.00 0.00
H -2.175 -4.422 -3.304 0.01 0.00 0.00
H -3.887 -3.525 -1.746 0.01 0.00 0.00
H -3.218 -1.941 0.031 0.00 0.03 -0.01
N 0.248 2.301 1.925 0.11 -0.09 -0.21
N 0.847 1.452 0.911 -0.34 -0.01 0.15
H 0.671 3.224 1.861 0.02 0.05 0.09
H 0.507 1.911 2.825 -0.03 0.01 0.06
H 1.837 1.276 1.082 0.07 -0.05 0.02
H 0.808 1.973 0.037 0.01 0.01 -0.06
C 2.613 -2.794 2.295 0.09 0.00 -0.02
As 0.923 -2.801 3.172 0.01 0.10 -0.07
C 1.161 -2.918 5.056 -0.02 -0.01 0.08
C -0.126 -4.265 2.561 -0.09 -0.09 -0.02
S -0.153 -0.913 2.892 -0.12 0.12 -0.16
H 3.157 -3.674 2.641 0.04 0.00 -0.01
H 3.153 -1.892 2.571 0.05 -0.01 -0.01
H 2.476 -2.846 1.219 0.03 0.00 -0.02
H 1.627 -3.881 5.267 0.01 -0.01 0.05
H 0.189 -2.860 5.541 0.00 -0.01 0.05
H 1.804 -2.108 5.392 0.01 0.01 0.03
H 0.364 -5.180 2.894 -0.03 -0.04 -0.02
H -0.190 -4.253 1.475 -0.01 0.01 -0.02
H -1.116 -4.191 3.005 -0.03 -0.06 -0.01
C -4.652 2.775 1.396 0.18 -0.23 0.11
N -3.654 1.674 1.573 -0.26 0.20 0.13
C -3.623 0.966 2.868 0.01 0.16 -0.20
C -2.830 1.434 0.627 0.49 -0.53 -0.06
O -1.892 0.517 0.711 -1.29 1.06 -0.14
H -5.409 2.660 2.164 -0.03 0.02 -0.02
H -5.111 2.691 0.416 0.01 0.04 -0.02
H -4.152 3.733 1.514 -0.02 0.02 0.02
H -4.649 0.828 3.196 0.00 -0.04 0.02
H -3.090 1.584 3.589 -0.02 0.01 0.03
H -3.130 0.007 2.756 0.03 -0.03 0.00
H -2.901 2.002 -0.295 -0.03 0.02 -0.03
```
Positions in Å, forces in eV/Å.

Its spin multiplicity is 2. Its net charge is +3. The frontier orbital gap (alpha / beta) comes out at 5.93 / 6.57 eV.

Mulliken atomic charge list, values in e, 6 entries: 0.98, -0.04, -0.29, -0.22, -0.18, -0.08


(6)
A cluster of 2 separate species, C2H9NS in total in a non-equilibrium geometry, computed with ωB97M-V with the def2-TZVPD basis set.

Structure (XYZ):
```
13
Properties=species:S:1:pos:R:3:forces:R:3
S 2.550 0.009 0.521 -0.96 0.25 -0.01
H 2.854 -0.925 -0.372 0.12 -0.30 -0.27
C -1.368 -0.990 0.446 3.61 -1.13 0.39
N -1.462 -0.114 -0.820 0.88 -1.87 0.55
C -2.039 1.236 -0.496 -1.71 -1.34 -3.87
H -0.744 -0.481 1.266 -1.18 -0.05 -1.46
H -2.307 -1.334 0.777 -1.23 -0.01 0.20
H -0.656 -1.913 0.307 -1.50 1.73 -0.48
H -1.989 -0.622 -1.644 1.08 1.41 2.28
H -0.477 -0.074 -1.124 0.23 0.42 0.14
H -3.081 0.943 -0.548 -0.59 0.77 0.09
H -1.820 1.873 -1.370 -0.07 -0.04 0.67
H -1.910 1.714 0.414 1.34 0.17 1.77
```
Positions in Å, forces in eV/Å.

Its spin multiplicity is 1. Its net charge is 0. The frontier orbital gap comes out at 5.22 eV.

Mulliken atomic charge list, values in e, 6 entries: -0.79, -0.05, -0.88, -0.30, -0.82, 0.34


(7)
The molecule C9H8ClN in a non-equilibrium geometry, computed with ωB97M-V with the def2-TZVPD basis set.

Structure (XYZ):
```
19
Properties=species:S:1:pos:R:3:forces:R:3
C 2.271 1.248 0.038 -0.90 0.06 0.40
C -2.668 -0.027 0.891 -2.44 -1.21 0.15
C -2.138 -1.052 0.104 0.30 0.41 0.02
C -1.803 1.048 1.367 1.36 1.37 0.19
C -0.793 -1.064 -0.087 -1.91 -4.88 -3.05
C -0.479 0.975 1.020 -0.22 0.42 0.46
C 0.082 -0.035 0.233 2.97 3.73 1.26
C 1.805 -0.399 -1.757 2.56 0.91 2.03
C 1.589 0.036 -0.165 -2.98 -2.78 -3.10
N 2.712 2.254 0.311 1.08 1.88 0.25
Cl 2.434 -1.208 0.791 0.46 -0.79 0.53
H -3.665 -0.331 1.254 0.54 1.09 0.35
H -2.906 -1.771 -0.215 1.14 -0.15 -0.15
H -2.168 1.973 1.834 0.02 -0.69 -0.18
H -0.413 -1.882 -0.699 0.06 -0.05 0.26
H 0.202 1.738 1.282 0.32 1.08 0.51
H 1.578 0.408 -2.474 -0.43 -0.52 0.49
H 2.937 -0.526 -1.773 -1.32 0.17 -0.28
H 1.422 -1.385 -1.954 -0.61 -0.04 -0.13
```
Positions in Å, forces in eV/Å.

Its spin multiplicity is 3. Its net charge is 0. The frontier orbital gap (alpha / beta) comes out at 6.32 / 6.95 eV.

Mulliken atomic charge list, values in e, 6 entries: -0.06, -0.41, -0.64, -0.65, -0.14, -0.26


(8)
A cluster of 2 separate species, C4H14NO2 in total in a non-equilibrium geometry, computed with ωB97M-V with the def2-TZVPD basis set.

Structure (XYZ):
```
21
Properties=species:S:1:pos:R:3:forces:R:3
C 1.763 -0.477 0.704 0.35 -0.55 -1.97
O 2.414 -0.469 -0.587 0.58 0.52 0.55
C 0.415 0.108 0.450 -2.20 -0.19 1.58
C 0.296 1.630 0.298 0.66 -0.46 -0.23
C -1.083 2.160 0.697 -0.34 0.09 -0.07
N -0.266 -0.594 -0.709 1.65 0.67 -1.44
H 1.680 -1.536 0.950 0.01 0.11 0.72
H 2.273 0.128 1.445 0.14 -0.18 0.20
H 3.358 -0.290 -0.458 -0.32 -0.14 -0.27
H -0.228 -0.213 1.280 0.23 0.32 0.25
H 1.057 2.080 0.936 -0.02 -0.14 0.21
H 0.675 1.856 -0.703 -0.47 0.38 -0.12
H -1.780 2.394 -0.110 0.22 -0.20 -0.24
H -1.574 1.426 1.337 -0.09 0.04 0.07
H -1.031 3.077 1.282 0.25 -0.02 -0.04
H 0.425 -0.489 -1.474 -0.35 0.00 -0.02
H -1.132 -0.147 -1.017 0.03 -0.11 0.30
H -0.415 -1.604 -0.667 -0.36 -0.10 0.42
H -2.337 -3.183 -0.462 -0.12 -0.17 0.34
H -2.507 -3.130 -1.958 0.23 0.16 -0.04
O -2.005 -2.727 -1.235 -0.09 -0.01 -0.20
```
Positions in Å, forces in eV/Å.

Its spin multiplicity is 1. Its net charge is +1. The frontier orbital gap comes out at 11.81 eV.

Mulliken atomic charge list, values in e, 6 entries: -0.79, -0.53, 0.04, -0.49, -1.18, -0.27


Record-wise energy relative to the best compared isomer or geometry (same formula, charge and spin) values, in kJ/mol: 63.59; 0.00; 260.97; 281.28; 69.94; 313.85; 0.00; 87.14